Model w:
DFT (ωB97M-V/def2-TZVPD) results for C5H8IN as an isolated structure.

Properties
LUMO (spin up / spin down): -0.9 / -0.9 eV
E_HOMO (spin up / spin down): -7.879 / -7.860 eV
Kohn-Sham gap (spin up / spin down): 6.993 / 6.956 eV

Structure (XYZ):
```
15
C5H8IN | the OMol25 dataset | ωB97M-V/def2-TZVPD
C -0.29 1.07 -0.13
C 0.02 -0.27 -0.10
C -1.42 1.43 0.77
C -1.73 1.30 -0.64
C 1.40 -2.32 0.09
N 1.02 -0.96 -0.04
I 3.43 0.12 -0.23
H 0.57 1.62 -0.36
H -1.80 0.71 1.53
H -1.60 2.48 1.02
H -1.83 2.28 -1.05
H -2.08 0.39 -1.13
H 1.89 -2.62 -0.79
H 1.98 -2.49 0.89
H 0.44 -2.73 0.19
```

Atom charges from the natural (NBO) analysis, given in e for atoms 1 to 2: number 1, C, carries -0.369; number 2, C, carries 0.408

=====

Model x:
DFT (ωB97M-V/def2-TZVPD) results for a 2-piece molecular cluster, C5H8IN overall.

Properties
LUMO: 0.4 eV
E_HOMO: -8.810 eV
Kohn-Sham gap: 9.254 eV

Structure (XYZ):
```
15
C5H8IN | the OMol25 dataset | ωB97M-V/def2-TZVPD
C 1.46 0.32 -0.44
C -0.40 -1.60 -2.43
C 0.39 -0.41 -0.60
C -0.70 0.85 1.85
C -1.16 -0.06 0.77
N 0.01 -1.51 -1.24
I -2.69 0.75 -0.48
H 2.34 0.16 -1.06
H 1.54 1.08 0.31
H -0.70 -2.58 -2.78
H -0.46 -0.77 -3.13
H -0.28 1.77 1.44
H 0.05 0.36 2.47
H -1.55 1.13 2.48
H -1.42 -1.07 1.05
```

Atom charges from the natural (NBO) analysis, given in e for atoms 1 to 2: number 1, C, carries -0.542; number 2, C, carries -0.017

=====

Most stable to least stable, the ends of the list are model x and model w.

=====

Model w:
DFT (ωB97M-V/def2-TZVPD) results for C30H28F6N5O3RuS4 as an isolated structure.

Properties
LUMO (spin up / spin down): -1.6 / -1.6 eV
E_HOMO (spin up / spin down): -5.045 / -5.589 eV
2S+1: 2
Kohn-Sham gap (spin up / spin down): 3.461 / 4.006 eV

Structure (XYZ):
```
77
C30H28F6N5O3RuS4 | the OMol25 dataset | ωB97M-V/def2-TZVPD
Ru -0.92 -2.82 -1.27
F -2.96 2.88 2.87
C -2.94 1.75 2.15
C -1.79 1.01 2.03
F -0.66 1.44 2.65
C -1.75 -0.15 1.27
F -0.56 -0.78 1.24
C -2.85 -0.64 0.57
S -2.97 -2.02 -0.48
C -4.02 0.14 0.74
F -5.15 -0.23 0.13
C -4.07 1.29 1.49
F -5.21 1.99 1.59
C -3.91 -4.63 -4.25
C -2.94 -4.36 -3.13
S -1.89 -3.01 -3.29
C -2.84 -5.19 -2.06
C -3.70 -6.41 -1.91
S -1.67 -4.89 -0.84
H -3.82 -3.87 -5.03
H -4.94 -4.61 -3.88
H -3.75 -5.61 -4.70
H -3.63 -7.07 -2.78
H -4.76 -6.14 -1.79
H -3.41 -6.99 -1.03
C 4.22 1.30 1.59
C 4.20 1.55 0.09
N 2.99 1.03 -0.54
C 3.00 -0.22 -1.06
C 1.92 -0.90 -1.52
C 2.15 -2.33 -2.00
O 3.31 -2.68 -2.19
O 1.12 -3.07 -2.13
C 0.65 -0.24 -1.48
O -0.45 -0.76 -1.71
C 0.66 1.17 -1.08
C -0.54 1.88 -1.15
C -0.60 3.13 -0.61
F -1.75 3.84 -0.71
C 0.48 3.68 0.08
C 1.68 3.00 0.10
C 1.80 1.75 -0.52
N 0.35 4.89 0.84
C -0.93 5.14 1.51
C -0.67 6.18 2.62
N 0.81 6.32 2.76
C 1.40 6.95 1.53
C 0.93 6.11 0.32
H 5.14 1.69 2.03
H 4.17 0.23 1.80
H 3.37 1.77 2.09
H 5.04 1.05 -0.39
H 4.29 2.61 -0.15
H 3.96 -0.72 -1.08
H -1.40 1.42 -1.61
H 2.50 3.43 0.66
H -1.29 4.21 1.93
H -1.70 5.53 0.83
H -1.08 5.88 3.58
H -1.05 7.17 2.36
H 1.18 5.37 2.78
H 1.08 6.82 3.60
H 2.48 6.96 1.64
H 1.04 7.98 1.49
H 1.78 5.86 -0.32
H 0.21 6.68 -0.29
S 0.42 -3.04 0.97
C 1.25 -4.50 0.77
N 1.56 -4.95 -0.48
C 2.12 -6.14 -0.71
C 2.46 -6.94 0.34
C 2.22 -6.39 1.62
N 1.65 -5.23 1.84
H 1.32 -4.32 -1.28
H 2.28 -6.39 -1.75
H 2.91 -7.91 0.20
H 2.51 -6.95 2.50
```

Atom charges from the Mulliken analysis, given in e for atoms 1 to 2: number 1, Ru, carries 0.851; number 2, F, carries -0.453

=====

Model x:
DFT (ωB97M-V/def2-TZVPD) results for C30H28F6N5O3RuS4 as an isolated structure.

Properties
LUMO (spin up / spin down): -1.6 / -1.6 eV
E_HOMO (spin up / spin down): -5.834 / -6.084 eV
2S+1: 2
Kohn-Sham gap (spin up / spin down): 4.201 / 4.451 eV

Structure (XYZ):
```
77
C30H28F6N5O3RuS4 | the OMol25 dataset | ωB97M-V/def2-TZVPD
Ru 2.19 0.06 1.67
F 1.31 -6.24 -1.60
C 1.27 -4.92 -1.34
C 0.95 -4.46 -0.08
F 0.67 -5.34 0.89
C 0.90 -3.10 0.17
F 0.53 -2.73 1.40
C 1.18 -2.14 -0.81
S 1.10 -0.41 -0.54
C 1.48 -2.65 -2.07
F 1.73 -1.82 -3.09
C 1.52 -4.01 -2.34
F 1.82 -4.45 -3.58
C 4.92 -1.23 5.23
C 4.30 -0.97 3.88
S 2.72 -0.26 3.85
C 4.90 -1.28 2.72
C 6.25 -1.94 2.62
S 4.08 -0.94 1.23
H 4.33 -0.77 6.02
H 5.94 -0.84 5.29
H 4.97 -2.31 5.43
H 6.92 -1.61 3.42
H 6.72 -1.71 1.66
H 6.17 -3.03 2.69
C -2.53 3.67 -2.26
C -3.08 3.60 -0.84
N -2.34 2.66 0.00
C -1.21 3.11 0.63
C -0.38 2.34 1.36
C 0.93 2.93 1.79
O 1.09 4.17 1.69
O 1.84 2.13 2.14
C -0.71 0.96 1.60
O -0.05 0.17 2.27
C -1.89 0.47 0.86
C -2.13 -0.90 0.88
C -3.09 -1.43 0.06
F -3.34 -2.76 0.10
C -3.77 -0.63 -0.86
C -3.56 0.73 -0.85
C -2.63 1.31 0.02
N -4.61 -1.20 -1.86
C -4.34 -2.54 -2.36
C -4.99 -2.64 -3.76
N -5.25 -1.24 -4.23
C -6.35 -0.61 -3.42
C -6.02 -0.86 -1.93
H -3.12 4.35 -2.87
H -2.52 2.69 -2.74
H -1.50 4.04 -2.24
H -4.13 3.31 -0.83
H -3.02 4.57 -0.36
H -0.97 4.16 0.49
H -1.53 -1.52 1.53
H -4.07 1.33 -1.60
H -4.74 -3.33 -1.73
H -3.26 -2.67 -2.42
H -5.95 -3.15 -3.74
H -4.34 -3.13 -4.48
H -5.46 -1.20 -5.23
H -4.40 -0.70 -4.04
H -7.29 -1.08 -3.73
H -6.38 0.45 -3.67
H -6.65 -1.66 -1.53
H -6.21 0.04 -1.35
S 3.34 2.05 -0.60
C 4.37 2.83 0.46
N 3.88 3.82 1.28
C 4.59 4.38 2.26
C 5.90 4.05 2.42
C 6.41 3.12 1.50
N 5.70 2.54 0.56
H 2.86 4.01 1.28
H 4.06 5.07 2.90
H 6.51 4.48 3.20
H 7.46 2.84 1.54
```

Atom charges from the Mulliken analysis, given in e for atoms 1 to 2: number 1, Ru, carries 0.852; number 2, F, carries -0.323

=====

Most stable to least stable, the ends of the list are model w and model x.

=====

Model w:
DFT (ωB97M-V/def2-TZVPD) results for an isolated molecule of C14H24N2O2S.

Properties
LUMO: 0.7 eV
SMILES: CN1CCCN(C[C@@H](O)COCc2cccs2)CC1
E_HOMO: -8.162 eV
Kohn-Sham gap: 8.884 eV

Structure (XYZ):
```
43
C14H24N2O2S | the OMol25 dataset | ωB97M-V/def2-TZVPD
C -0.35 3.35 2.17
N -1.06 2.08 2.19
C -1.20 1.46 0.89
C 0.09 1.09 0.14
N 0.74 -0.15 0.53
C 2.13 -0.18 0.13
H 2.68 0.73 0.42
C 2.27 -0.34 -1.39
O 3.65 -0.42 -1.68
H 3.74 -0.58 -2.63
C 1.50 -1.59 -1.86
O 1.08 -1.40 -3.20
C -0.11 -2.10 -3.52
C -1.29 -1.65 -2.72
C -1.93 -2.31 -1.72
C -2.96 -1.55 -1.13
C -3.08 -0.32 -1.68
S -1.94 -0.06 -2.94
H -3.77 0.46 -1.43
H -3.58 -1.91 -0.33
H -1.68 -3.31 -1.42
H 0.03 -3.19 -3.38
H -0.26 -1.91 -4.59
H 2.15 -2.47 -1.79
H 0.64 -1.72 -1.19
H 1.83 0.53 -1.91
H 2.63 -1.03 0.59
C 0.49 -0.62 1.88
C 0.65 0.41 3.01
H 1.47 1.09 2.77
H 0.91 -0.11 3.93
C -0.65 1.19 3.25
H -0.55 1.79 4.16
H -1.46 0.47 3.41
H -0.53 -1.03 1.91
H 1.17 -1.46 2.05
H -0.16 1.00 -0.92
H 0.79 1.94 0.23
H -1.74 2.17 0.26
H -1.83 0.57 1.01
H -0.54 3.86 3.12
H 0.73 3.26 2.04
H -0.75 3.96 1.37
```

Atom charges from the natural (NBO) analysis, given in e for atoms 1 to 2: number 1, C, carries -0.412; number 2, N, carries -0.449

=====

Model x:
DFT (ωB97M-V/def2-TZVPD) results for C14H24N2O2S as an isolated structure.

Properties
LUMO: 0.5 eV
E_HOMO: -8.351 eV
Kohn-Sham gap: 8.834 eV

Structure (XYZ):
```
43
C14H24N2O2S | the OMol25 dataset | ωB97M-V/def2-TZVPD
C 5.44 -3.83 0.94
C 3.92 -3.57 1.36
H 3.36 -4.58 1.66
H 3.99 -2.98 2.21
O 3.32 -2.99 0.10
C 2.18 -2.57 0.63
O 1.76 -2.66 1.78
C 1.39 -1.98 -0.62
C -0.09 -1.91 -0.42
H -0.32 -1.33 0.58
C -0.74 -1.09 -1.33
N -0.11 0.21 -1.47
C -0.56 1.51 -0.96
N -1.87 1.30 -0.10
H -2.38 0.42 -0.42
C -2.44 2.45 0.50
H -1.73 3.31 0.63
C -3.26 1.98 1.67
C -4.93 1.70 1.13
C -4.91 2.92 0.29
H -5.11 3.75 0.67
C -3.51 2.94 -0.38
H -3.66 2.34 -1.35
H -3.28 4.02 -0.69
H -5.96 2.55 -0.61
H -4.93 0.82 0.58
H -5.41 1.84 1.81
H -3.46 2.61 2.47
H -2.79 1.05 2.13
S 0.25 2.95 -0.62
C 1.24 0.24 -1.69
C 2.02 -0.55 -0.74
H 1.85 0.04 0.37
H 3.17 -0.49 -0.92
H 1.53 -0.12 -2.73
H 1.58 1.27 -1.60
H -0.52 -1.45 -2.58
H -1.69 -0.79 -1.17
H -0.53 -2.84 -0.35
H 1.74 -2.54 -1.29
H 6.07 -4.22 1.73
H 6.08 -2.98 0.87
H 5.55 -4.56 -0.01
```

Atom charges from the natural (NBO) analysis, given in e for atoms 1 to 2: number 1, C, carries -0.649; number 2, C, carries -0.091

=====

Most stable to least stable, the ends of the list are model w and model x.

=====

Model w:
DFT (ωB97M-V/def2-TZVPD) results for a 2-piece molecular cluster, CH2Br2S overall.

Properties
LUMO (spin up / spin down): -1.0 / -1.0 eV
SMILES: S=CBr.Br
E_HOMO (spin up / spin down): -9.286 / -9.286 eV
Kohn-Sham gap (spin up / spin down): 8.309 / 8.308 eV

Structure (XYZ):
```
6
CH2Br2S | the OMol25 dataset | ωB97M-V/def2-TZVPD
C 1.60 -0.46 -0.28
S 2.50 0.24 -1.47
Br 0.22 -1.64 -0.71
Br -2.51 1.34 1.04
H 1.51 0.01 0.71
H -3.32 0.51 0.70
```

Atom charges from the natural (NBO) analysis, given in e for atoms 1 to 2: number 1, C, carries -0.438; number 2, S, carries 0.110

=====

Model x:
DFT (ωB97M-V/def2-TZVPD) results for CH2Br2S as an isolated structure.

Properties
LUMO: -0.3 eV
E_HOMO: -9.688 eV
Kohn-Sham gap: 9.347 eV

Structure (XYZ):
```
6
CH2Br2S | the OMol25 dataset | ωB97M-V/def2-TZVPD
C -0.40 -0.03 -0.44
S 1.33 -0.88 0.60
Br -0.53 1.80 0.12
Br -1.94 -1.04 -0.03
H -0.12 -0.09 -1.48
H 1.66 0.24 1.23
```

Atom charges from the natural (NBO) analysis, given in e for atoms 1 to 2: number 1, C, carries -0.456; number 2, S, carries -0.101

=====

Most stable to least stable, the ends of the list are model x and model w.

=====

Model w:
DFT (ωB97M-V/def2-TZVPD) results for an isolated molecule of C9H8ClNO2.

Properties
LUMO: -0.6 eV
SMILES: O=[N+]([O-])[C@@H](Cl)/C=C/c1ccccc1
E_HOMO: -9.034 eV
Kohn-Sham gap: 8.413 eV

Structure (XYZ):
```
21
C9H8ClNO2 | the OMol25 dataset | ωB97M-V/def2-TZVPD
C 3.46 0.22 -0.66
C 2.48 1.18 -0.74
C 3.15 -1.01 -0.08
C 1.17 0.99 -0.40
C 1.83 -1.26 0.35
C 0.88 -0.29 0.16
C -0.47 -0.62 0.58
C -1.56 0.11 0.27
C -2.96 -0.27 0.58
N -3.84 0.86 0.15
O -4.74 1.18 0.89
O -3.55 1.33 -0.90
Cl -3.60 -1.73 -0.44
H 4.46 0.53 -1.05
H 2.53 2.17 -1.11
H 3.78 -1.92 -0.32
H 0.41 1.74 -0.77
H 1.72 -2.21 0.81
H -0.41 -1.58 1.18
H -1.47 1.10 -0.17
H -3.24 -0.50 1.66
```

Atom charges from the natural (NBO) analysis, given in e for atoms 1 to 2: number 1, C, carries -0.213; number 2, C, carries -0.209

=====

Model x:
DFT (ωB97M-V/def2-TZVPD) results for an isolated molecule of C9H8ClNO2.

Properties
LUMO (spin up / spin down): -1.4 / -1.4 eV
SMILES: C/C(=C(\Cl)c1ccccc1)[N+](=O)[O-]
E_HOMO (spin up / spin down): -9.086 / -9.085 eV
Kohn-Sham gap (spin up / spin down): 7.706 / 7.704 eV

Structure (XYZ):
```
21
C9H8ClNO2 | the OMol25 dataset | ωB97M-V/def2-TZVPD
C 3.18 0.74 -0.05
C 2.27 1.19 0.88
C 2.77 -0.17 -1.04
C 1.03 0.63 0.96
C 1.47 -0.56 -1.09
C 0.68 -0.32 0.01
C -0.61 -0.92 0.04
C -1.96 -0.16 -0.05
C -3.17 -0.92 0.42
N -2.07 1.11 -0.46
O -3.20 1.56 -0.22
O -1.06 1.77 -0.87
Cl -0.79 -2.61 0.30
H 4.17 1.08 -0.12
H 2.71 1.76 1.69
H 3.39 -0.57 -1.81
H 0.58 0.81 1.92
H 1.21 -1.28 -1.91
H -3.66 -0.33 1.28
H -3.94 -0.75 -0.36
H -3.02 -2.06 0.46
```

Atom charges from the natural (NBO) analysis, given in e for atoms 1 to 2: number 1, C, carries -0.186; number 2, C, carries -0.202

=====

Most stable to least stable, the ends of the list are model w and model x.